Record 1
DFT (the ωB97M-V functional and the def2-TZVPD basis) results for a single C6H10N3OPS molecule in a non-equilibrium geometry.

gap between HOMO and LUMO: 9.3 eV
energy relative to the best compared isomer or geometry (same formula, charge and spin): 0.1111 eV

Each atom is followed by the atoms it is bonded to, with distances in Å.
Element x y z (Å)
1 C -1.474 -1.155 -0.415  C2 1.555, C3 1.500, H13 1.086, H14 1.065
2 C -1.631 0.261 -1.040  C1 1.555, C4 1.489, H15 1.072, H16 1.098
3 C -1.220 -1.162 1.064  C1 1.500, C5 1.573, H17 1.087, H18 1.119
4 C -0.252 0.818 -1.101  C2 1.489, C6 1.526, H19 1.133, H20 1.148
5 C -0.047 -0.143 1.310  C3 1.573, C6 1.512, N7 1.423, H21 1.043
6 C 0.275 0.958 0.324  C4 1.526, C5 1.512, N9 1.446, H22 1.114
7 N 1.166 -0.833 1.591  C5 1.423, N8 1.233
8 N 2.150 -0.244 1.140  N7 1.233, N9 1.477, P11 2.093
9 N 1.708 1.018 0.511  C6 1.446, N8 1.477, P11 1.655
10 O 3.902 1.565 0.192  P11 1.446
11 P 2.966 0.728 -0.525  N8 2.093, N9 1.655, O10 1.446, S12 1.872
12 S 2.967 -0.426 -1.999  P11 1.872
13 H -2.460 -1.600 -0.517  C1 1.086
14 H -0.698 -1.756 -0.827  C1 1.065
15 H -2.082 0.130 -2.004  C2 1.072
16 H -2.349 0.662 -0.312  C2 1.098
17 H -2.165 -0.971 1.566  C3 1.087
18 H -0.847 -2.154 1.424  C3 1.119
19 H 0.464 0.121 -1.635  C4 1.133
20 H -0.024 1.859 -1.527  C4 1.148
21 H -0.196 0.369 2.206  C5 1.043
22 H -0.153 1.955 0.574  C6 1.114

Record 2
DFT (the ωB97M-V functional and the def2-TZVPD basis) results for a gas-phase ion, C6H10N3S (charge +1) in a non-equilibrium geometry.

total charge: +1
gap between HOMO and LUMO (alpha / beta): 6.0 / 6.0 eV
energy relative to the best compared isomer or geometry (same formula, charge and spin): 1.2698 eV

Each atom is followed by the atoms it is bonded to, with distances in Å.
Element x y z (Å)
1 C 1.279 0.115 0.409  C3 1.516, C4 1.522, N7 1.436, H11 1.106
2 C -0.838 1.093 -0.051  C6 1.486, N7 1.262, N8 1.386
3 C 2.510 0.165 -0.475  C1 1.516, S10 1.653, H12 1.083
4 C 0.582 -1.213 0.154  C1 1.522, C5 1.382, H14 1.076
5 C -0.784 -1.297 -0.037  C4 1.382, N8 1.373, N9 1.345
6 C -1.676 2.305 -0.250  C2 1.486, H15 1.084, H16 1.088, H17 1.092
7 N 0.394 1.225 0.190  C1 1.436, C2 1.262
8 N -1.492 -0.126 -0.145  C2 1.386, C5 1.373, H18 1.009
9 N -1.453 -2.461 -0.119  C5 1.345, H19 1.005, H20 1.002
10 S 4.061 -0.025 0.066  C3 1.653, H13 1.353
11 H 1.637 0.186 1.452  C1 1.106
12 H 2.363 0.069 -1.543  C3 1.083
13 H 3.807 0.210 1.374  S10 1.353
14 H 1.168 -2.114 0.214  C4 1.076
15 H -1.145 3.173 0.125  C6 1.084
16 H -2.637 2.207 0.252  C6 1.088
17 H -1.856 2.444 -1.318  C6 1.092
18 H -2.493 -0.152 -0.273  N8 1.009
19 H -2.457 -2.483 -0.082  N9 1.005
20 H -0.970 -3.322 0.055  N9 1.002

Record 3
DFT (the ωB97M-V functional and the def2-TZVPD basis) results for a single C6H10N4 molecule in a non-equilibrium geometry.

gap between HOMO and LUMO: 8.7 eV
energy relative to the best compared isomer or geometry (same formula, charge and spin): 2.0589 eV

Each atom is followed by the atoms it is bonded to, with distances in Å.
Element x y z (Å)
1 C 1.438 -1.201 0.576  C2 1.527, H11 1.079, H12 1.082, H13 1.080
2 C 0.530 -1.477 -0.620  C1 1.527, C3 1.551, H14 1.080, H15 1.084
3 C -0.742 -0.591 -0.641  C2 1.551, C4 1.518, C5 1.498, H16 1.082
4 C -1.748 -1.129 0.360  C3 1.518, H17 1.079, H18 1.081, H19 1.084
5 C -0.321 0.817 -0.352  C3 1.498, N6 1.320, N10 1.323
6 N -0.792 1.410 0.729  C5 1.320, N7 1.323
7 N -0.357 2.633 0.984  N6 1.323, C8 1.309
8 C 0.495 3.146 0.132  N7 1.309, N9 1.314, H20 1.071
9 N 0.940 2.582 -0.968  C8 1.314, N10 1.317
10 N 0.513 1.362 -1.222  C5 1.323, N9 1.317
11 H 2.098 -0.367 0.395  C1 1.079
12 H 0.862 -0.980 1.465  C1 1.082
13 H 2.060 -2.055 0.803  C1 1.080
14 H 0.230 -2.514 -0.599  C2 1.080
15 H 1.098 -1.263 -1.518  C2 1.084
16 H -1.155 -0.596 -1.641  C3 1.082
17 H -2.536 -0.432 0.605  C4 1.079
18 H -1.252 -1.479 1.254  C4 1.081
19 H -2.218 -1.997 -0.088  C4 1.084
20 H 0.857 4.131 0.347  C8 1.071

Record 4
DFT (the ωB97M-V functional and the def2-TZVPD basis) results for 2 unconnected molecules or ions with the total composition C6H10N5OS in a non-equilibrium geometry.

total charge: -1
gap between HOMO and LUMO: 4.6 eV
energy relative to the best compared isomer or geometry (same formula, charge and spin): 2.3995 eV

Each atom is followed by the atoms it is bonded to, with distances in Å.
Element x y z (Å)
1 C 0.519 2.462 2.822  N8 1.336, N10 1.350, S13 1.709
2 C -0.631 1.904 -0.591  C5 1.484, N11 1.387, O12 1.229
3 C -0.239 -1.387 1.301  C6 1.581, H14 1.092, H15 1.051, H16 1.154
4 C -0.369 -1.252 -1.265  C6 1.584, H17 1.169, H18 1.107, H19 1.072
5 C 0.093 0.774 0.042  C2 1.484, C6 1.487, H20 1.129
6 C -0.693 -0.487 0.083  C3 1.581, C4 1.584, C5 1.487, H21 1.139
7 N -0.850 0.894 3.306  N9 1.271, N10 1.313
8 N 0.343 2.499 4.146  C1 1.336, N9 1.303
9 N -0.500 1.527 4.351  N7 1.271, N8 1.303
10 N -0.218 1.458 2.302  C1 1.350, N7 1.313
11 N -0.102 3.182 -0.491  C2 1.387, H22 1.067, H23 0.946
12 O -1.516 1.732 -1.427  C2 1.229
13 S 1.625 3.487 2.019  C1 1.709
14 H -0.505 -2.380 0.933  C3 1.092
15 H -0.603 -1.152 2.258  C3 1.051
16 H 0.905 -1.268 1.390  C3 1.154
17 H 0.762 -1.541 -1.204  C4 1.169
18 H -1.032 -2.120 -1.446  C4 1.107
19 H -0.503 -0.578 -2.088  C4 1.072
20 H 1.162 0.790 0.408  C5 1.129
21 H -1.805 -0.244 0.060  C6 1.139
22 H 0.501 3.349 0.373  N11 1.067
23 H -0.385 3.985 -0.902  N11 0.946

Record 5
DFT (the ωB97M-V functional and the def2-TZVPD basis) results for a gas-phase ion, C6H10N7 (charge +1) in a non-equilibrium geometry.

total charge: +1
gap between HOMO and LUMO (alpha / beta): 6.9 / 6.8 eV
⟨S²⟩: 2.0058
multiplicity: 3
energy relative to the best compared isomer or geometry (same formula, charge and spin): 0.0000 eV

Each atom is followed by the atoms it is bonded to, with distances in Å.
Element x y z (Å)
1 C -2.451 -0.511 1.090  N7 1.281, N9 1.332, H14 1.084
2 C -2.364 -0.135 -0.988  N8 1.288, N9 1.384, H15 1.189
3 C 2.268 -0.391 0.801  C4 1.347, C5 1.432, H16 1.049
4 C 1.572 0.409 1.633  C3 1.347, N10 1.347, H17 1.118
5 C 1.688 -0.793 -0.444  C3 1.432, N11 1.318, N12 1.338
6 C -0.441 0.792 0.132  N9 1.442, N10 1.454, N11 1.719, N13 1.354
7 N -3.312 -1.279 0.533  C1 1.281, N8 1.381
8 N -3.287 -1.019 -0.823  C2 1.288, N7 1.381
9 N -1.756 0.205 0.208  C1 1.332, C2 1.384, C6 1.442
10 N 0.318 0.826 1.371  C4 1.347, C6 1.454, H18 0.981
11 N 0.464 -0.392 -0.725  C5 1.318, C6 1.719, H19 0.956
12 N 2.390 -1.525 -1.317  C5 1.338, H20 1.042, H21 1.084
13 N -0.308 1.923 -0.602  C6 1.354, H22 1.000, H23 0.986
14 H -2.255 -0.467 2.156  C1 1.084
15 H -2.067 0.525 -1.931  C2 1.189
16 H 3.241 -0.575 1.147  C3 1.049
17 H 1.942 0.716 2.643  C4 1.118
18 H -0.247 1.263 2.044  N10 0.981
19 H -0.162 -0.601 -1.416  N11 0.956
20 H 3.409 -1.733 -1.249  N12 1.042
21 H 1.960 -1.629 -2.308  N12 1.084
22 H -1.179 2.250 -0.970  N13 1.000
23 H 0.575 2.142 -0.982  N13 0.986

Record 6
DFT (the ωB97M-V functional and the def2-TZVPD basis) results for a gas-phase ion, C6H10NO (charge -1) in a non-equilibrium geometry.

total charge: -1
gap between HOMO and LUMO: 4.9 eV
energy relative to the best compared isomer or geometry (same formula, charge and spin): 2.2410 eV

Each atom is followed by the atoms it is bonded to, with distances in Å.
Element x y z (Å)
1 C -2.738 1.001 -0.835  C2 1.383, H9 1.039, H10 1.066
2 C -2.044 0.337 0.161  C1 1.383, C3 1.527, N7 1.328
3 C -0.753 0.721 0.881  C2 1.527, C4 1.457, H11 1.178, H12 1.095
4 C 0.361 -0.199 0.688  C3 1.457, C5 1.330, H13 1.144
5 C 1.366 -0.051 -0.170  C4 1.330, C6 1.512, H14 1.129
6 C 2.448 -1.039 -0.541  C5 1.512, H15 1.146, H16 1.162, H17 1.138
7 N -2.618 -0.810 0.506  C2 1.328, O8 1.350, H18 0.989
8 O -3.729 -1.265 -0.112  N7 1.350
9 H -3.705 0.622 -0.828  C1 1.039
10 H -2.642 1.951 -1.307  C1 1.066
11 H -0.429 1.739 0.386  C3 1.178
12 H -1.213 0.946 1.849  C3 1.095
13 H 0.336 -1.263 1.107  C4 1.144
14 H 1.408 0.901 -0.776  C5 1.129
15 H 2.377 -1.460 -1.605  C6 1.146
16 H 2.547 -1.746 0.376  C6 1.162
17 H 3.381 -0.390 -0.570  C6 1.138
18 H -2.041 -1.531 0.860  N7 0.989

> The highest energy relative to the best compared isomer or geometry (same formula, charge and spin) belongs to which entry?

C6H10N5OS

> energy relative to the best compared isomer or geometry (same formula, charge and spin) of number 6 (C6H10NO)?

2.2410 eV

> Look up the energy relative to the best compared isomer or geometry (same formula, charge and spin) of the third one.

2.0589 eV